Record 1
{
  "formula": "C6H7N2O4S",
  "method": "the ωB97M-V functional and the def2-TZVPD basis",
  "de_lowest_ev": 3.0915,
  "energy_ha": -1041.4055,
  "total_charge": -1,
  "lumo_energy_ev": 3.3,
  "species": ["S", "O", "O", "O", "O", "N", "N", "C", "C", "C", "C", "C", "C", "H", "H", "H", "H", "H", "H", "H"],
  "positions_angstrom": [[2.29023, -0.82511, -0.28435], [2.40477, -2.25657, -0.63734], [2.88743, -0.50492, 0.96523], [2.49114, 0.13499, -1.33340], [0.88133, 3.01103, -0.02719], [1.48200, 1.61325, 1.52282], [0.87272, 1.87720, 0.47997], [-0.05818, 0.82048, 0.11292], [-1.86155, -1.19299, 0.36836], [-2.00297, -0.14275, -0.77986], [0.53636, -0.65717, 0.15512], [-0.36482, -1.62535, 0.23148], [-1.13590, 1.08148, -0.57631], [-2.01953, -0.60576, 1.21821], [-3.11754, -0.03663, -0.99416], [-1.66818, -0.57370, -1.78210], [-1.26297, 2.17379, -0.68803], [-0.00735, -2.70631, 0.14736], [-2.40975, -2.09132, 0.21066], [2.06278, 2.50636, 1.69062]],
  "forces_ev_per_a": [[-1.52, -2.69, 0.28], [-0.04, 1.36, -0.22], [1.76, 0.25, 1.35], [0.12, 0.41, -0.84], [-0.51, 0.40, -1.55], [1.63, 1.20, 1.26], [-0.76, 0.46, 1.37], [3.07, -2.79, -0.82], [3.23, 0.22, -2.95], [-1.92, -0.94, -2.32], [-1.00, 2.36, -0.48], [0.07, -0.84, 0.60], [-1.16, 0.52, 1.24], [-0.54, 0.16, 1.91], [1.27, 0.80, 0.52], [-0.13, 0.10, 1.16], [-0.76, -0.77, -0.63], [-0.75, 1.59, 0.07], [-1.16, -0.24, 0.15], [-0.89, -1.57, -0.12]]
}

Record 2
{
  "formula": "C5H13N3",
  "method": "the ωB97M-V functional and the def2-TZVPD basis",
  "de_lowest_ev": 2.6980,
  "energy_ha": -362.4831,
  "lumo_energy_ev": 0.7,
  "species": ["N", "N", "N", "C", "C", "C", "C", "C", "H", "H", "H", "H", "H", "H", "H", "H", "H", "H", "H", "H", "H"],
  "positions_angstrom": [[1.76222, -0.65760, -0.37792], [0.93365, 1.74698, -0.85398], [-0.41722, -0.17877, -0.36463], [2.46254, -1.22674, 0.77694], [-1.68588, 0.17719, 0.01780], [-2.70416, -0.88656, -0.31143], [0.70479, 0.60628, -0.06130], [-2.04016, 1.31750, 0.64830], [2.92089, -2.18149, 0.51450], [-3.70378, -0.59925, 0.01166], [-1.32987, 2.09962, 0.87862], [1.72933, -1.40226, 1.56524], [0.61739, 1.66165, -1.80887], [0.86030, 0.84846, 1.00003], [0.71164, -1.13527, -0.60449], [-2.43465, -1.83364, 0.16403], [1.79827, 2.25113, -0.72572], [2.37575, -0.48090, -1.16894], [3.22764, -0.54271, 1.14970], [-3.06764, 1.48424, 0.93976], [-2.72108, -1.06785, -1.38931]],
  "forces_ev_per_a": [[-1.26, 0.15, 0.27], [-0.03, -0.17, 0.03], [-0.05, -0.17, -0.36], [-0.08, 0.07, -0.03], [0.19, 0.08, 0.25], [0.04, 0.04, -0.06], [0.32, -0.38, -0.11], [-0.04, -0.11, -0.01], [0.00, 0.09, 0.01], [0.04, 0.02, 0.01], [0.06, 0.01, -0.07], [0.02, 0.02, -0.05], [0.03, -0.02, 0.04], [0.18, -0.01, 0.03], [0.81, 0.31, 0.00], [0.01, 0.07, 0.01], [-0.09, -0.01, 0.00], [-0.13, 0.06, 0.05], [-0.03, -0.06, -0.02], [-0.01, -0.03, -0.02], [0.00, 0.03, 0.03]]
}

Record 3
{
  "formula": "C7H13BN9O2Zr",
  "method": "the ωB97M-V functional and the def2-TZVPD basis",
  "energy_ha": -988.6710,
  "total_charge": 3,
  "lumo_energy_ev": -11.9,
  "species": ["Zr", "O", "O", "N", "N", "N", "N", "N", "N", "N", "N", "N", "C", "C", "C", "C", "C", "C", "C", "B", "H", "H", "H", "H", "H", "H", "H", "H", "H", "H", "H", "H", "H"],
  "positions_angstrom": [[-0.68366, 0.43231, 0.05446], [-2.26257, 1.63080, -0.60262], [-2.61432, 2.36323, -2.65227], [0.92785, 1.21973, 1.10160], [1.16930, -0.37847, -1.74311], [-1.98533, 1.75254, -1.89342], [-0.74336, -1.52810, 1.83451], [0.66852, 0.59775, 2.32616], [0.91616, 0.11085, -3.04863], [-0.84290, 1.01520, -2.05323], [-0.92591, -1.59001, 0.45076], [-0.51466, 1.36813, -4.39058], [-1.12994, -3.65199, 1.28973], [1.57981, 0.99765, 3.20113], [-0.87252, -2.74856, 2.33222], [2.02857, 2.00401, 1.28946], [-0.16629, 0.86247, -3.23931], [2.47410, 1.87659, 2.57331], [-1.17077, -2.90001, 0.15145], [-0.68155, -0.14519, 2.54813], [-0.79582, -2.91116, 3.39857], [-1.53373, 0.56515, 1.92565], [-1.01037, -0.19219, 3.67974], [3.32528, 2.36467, 3.02045], [-1.34116, 1.94169, -4.49338], [0.04183, 1.20606, -5.22325], [1.54188, -0.13791, -3.80678], [2.42057, 2.59970, 0.48003], [-1.28299, -4.71606, 1.37838], [1.18747, -1.39660, -1.78564], [-1.36020, -3.20191, -0.86649], [1.53822, 0.65663, 4.22637], [2.09847, -0.06701, -1.46340]],
  "forces_ev_per_a": [[1.40, -0.64, -1.14], [-0.67, 0.69, -1.01], [0.07, 0.02, -0.30], [-0.16, -0.11, 0.32], [-0.20, 0.10, 0.08], [0.22, -0.46, 1.27], [0.01, -0.13, -0.04], [0.15, 0.11, 0.03], [0.11, -0.08, -0.02], [-0.79, 0.63, -0.26], [-0.02, -0.02, 0.38], [0.13, -0.11, 0.13], [-0.01, -0.11, 0.26], [0.08, 0.03, 0.04], [-0.02, -0.09, 0.02], [-0.14, -0.12, -0.24], [-0.14, 0.07, 0.09], [0.06, 0.00, 0.27], [0.05, 0.26, -0.15], [-0.05, -0.06, 0.21], [-0.01, -0.05, -0.04], [-0.16, 0.08, 0.09], [0.03, -0.01, 0.01], [-0.03, -0.01, 0.01], [-0.07, 0.05, -0.05], [-0.03, 0.04, -0.05], [0.05, -0.02, 0.00], [0.02, 0.02, 0.01], [0.01, 0.04, 0.01], [0.04, -0.08, 0.04], [-0.02, -0.03, -0.01], [0.04, 0.03, -0.02], [0.07, -0.01, 0.05]]
}

Record 4
{
  "formula": "BrHIP",
  "method": "the ωB97M-V functional and the def2-TZVPD basis",
  "de_lowest_ev": 2.6381,
  "energy_ha": -3213.5810,
  "lumo_energy_ev": [-2.0, -3.3],
  "species": ["I", "Br", "P", "H"],
  "positions_angstrom": [[0.36844, -0.93409, 0.15970], [3.43106, 0.68940, -0.35903], [-1.71859, 0.18364, 0.84495], [-2.08091, 0.06105, -0.64561]],
  "forces_ev_per_a": [[-0.10, 0.35, 0.41], [-0.32, -0.13, 0.05], [0.40, -0.62, -2.45], [0.02, 0.39, 1.98]]
}

Record 5
{
  "formula": "C24H48O6",
  "method": "the ωB97M-V functional and the def2-TZVPD basis",
  "de_lowest_ev": 4.7108,
  "energy_ha": -1394.4699,
  "lumo_energy_ev": 0.8,
  "species": ["O", "O", "O", "O", "O", "O", "C", "C", "C", "C", "C", "C", "C", "C", "C", "C", "C", "C", "C", "C", "C", "C", "C", "C", "C", "C", "C", "C", "C", "C", "H", "H", "H", "H", "H", "H", "H", "H", "H", "H", "H", "H", "H", "H", "H", "H", "H", "H", "H", "H", "H", "H", "H", "H", "H", "H", "H", "H", "H", "H", "H", "H", "H", "H", "H", "H", "H", "H", "H", "H", "H", "H", "H", "H", "H", "H", "H", "H"],
  "positions_angstrom": [[-1.66472, -9.52335, -18.19542], [-3.44400, -6.90397, -30.38243], [-6.79599, -1.76947, -11.78015], [4.61448, -2.07897, -24.76232], [7.68538, -12.10835, -14.89055], [-11.73473, -10.60718, -19.44409], [-8.46429, -3.48301, -11.49374], [-7.16329, -3.06724, -12.16610], [-5.10535, -8.32364, -29.88574], [8.17757, -11.46657, -16.08617], [6.95636, -13.25472, -15.24751], [-1.90767, -8.29994, -18.97770], [-12.44031, -10.35373, -18.26549], [-7.46612, -1.47790, -10.62331], [-1.94358, -7.85512, -16.65393], [-11.35053, -10.30800, -17.07315], [3.29483, -1.89092, -24.19657], [3.44927, -4.15725, -24.89848], [7.12010, -11.83648, -17.16776], [-3.27614, -6.93540, -28.97888], [-2.67667, -7.45602, -17.91660], [-8.81195, -2.19582, -10.84569], [-4.48081, -7.89188, -28.54785], [-1.68512, -9.34860, -16.79718], [2.92444, -3.32361, -23.74906], [6.15614, -12.81106, -16.47347], [-10.26570, -11.23480, -17.60862], [-10.49995, -11.12665, -19.15306], [-4.71113, -7.28830, -30.91429], [4.73933, -3.46404, -25.24154], [-9.24143, -10.90873, -17.42794], [-6.91477, -1.75292, -9.72415], [-7.21856, -3.18174, -13.24866], [-3.70655, -7.78138, -17.76970], [-9.26070, -1.44113, -11.49157], [-8.26425, -4.14064, -10.64780], [-9.27689, -3.90422, -12.08565], [2.77276, -3.91040, -25.71671], [-5.14234, -7.25239, -27.96345], [3.35743, -1.15312, -23.39669], [-2.60658, -6.40212, -18.18580], [3.50984, -5.21870, -24.65816], [-9.68797, -10.48070, -19.48701], [-6.18658, -8.38012, -29.75977], [1.89666, -3.48359, -23.42322], [4.85369, -3.57142, -26.32019], [-0.96855, -7.79414, -19.20202], [-7.49620, -0.40158, -10.45382], [8.39107, -10.39789, -16.10718], [-2.36322, -7.38567, -28.58908], [6.25469, -13.55362, -14.46878], [9.14445, -11.90923, -16.32554], [-13.17895, -11.15010, -18.17432], [-0.76153, -9.55350, -16.25580], [3.47598, -3.63482, -22.86190], [-2.39777, -7.57900, -15.70231], [5.30193, -12.25492, -16.08728], [-10.31178, -12.09789, -19.61065], [-5.33613, -6.39589, -30.88155], [-6.48217, -3.86089, -11.85902], [-2.51206, -9.94120, -16.40592], [2.72785, -1.49875, -25.04087], [-11.86711, -10.82469, -16.26427], [-3.99367, -8.67520, -27.96717], [-10.98125, -9.31743, -16.80759], [-13.03081, -9.43783, -18.28879], [6.67660, -10.86070, -17.36588], [5.48103, -4.03219, -24.68013], [7.63961, -12.22266, -18.04473], [-2.40838, -8.49877, -19.92526], [-0.99090, -7.32784, -16.70368], [-9.47751, -2.26587, -9.98531], [-3.42012, -6.00299, -28.43301], [-4.67713, -7.70879, -31.91934], [-10.54246, -12.26740, -17.39590], [7.55490, -14.14233, -15.45243], [-4.68283, -9.29856, -30.12889], [5.87684, -13.59271, -17.17994]],
  "forces_ev_per_a": [[0.68, -0.69, -2.00], [2.53, 1.16, -1.43], [0.97, -0.35, -1.38], [0.51, -1.15, -0.33], [0.59, 1.11, 0.60], [-0.63, 0.69, -0.65], [-0.21, 0.41, 0.84], [0.19, -2.18, -1.11], [-0.74, -0.58, 1.02], [-0.08, -1.96, -0.72], [-0.88, -0.18, -0.74], [-0.37, -0.20, 2.60], [0.57, 0.40, 1.53], [-0.65, 0.16, 1.95], [0.62, 0.86, 0.36], [-1.59, -1.16, -0.93], [0.96, -1.12, -0.31], [-1.63, 0.95, -0.16], [0.69, 1.15, 0.61], [-2.79, -1.71, 0.32], [-0.01, -0.42, -0.67], [-0.88, 2.69, 1.01], [1.25, 1.38, -0.26], [-0.82, 1.56, -0.24], [-0.05, 0.38, 0.82], [0.61, 0.41, -0.38], [-1.23, 0.15, -1.68], [2.60, -0.33, 0.69], [0.43, 0.10, 2.31], [-0.38, -0.05, 0.87], [-0.15, -0.55, 0.51], [0.19, -0.98, 0.21], [0.02, 0.60, -0.11], [-0.22, 0.14, -0.65], [-0.62, -0.49, -0.53], [0.09, -0.50, -0.29], [0.32, 0.08, -0.27], [-0.30, -0.85, -0.27], [-0.25, -0.57, 0.23], [0.04, -0.09, -0.05], [-0.24, 0.06, 0.34], [0.06, 0.09, -0.35], [-0.14, 0.35, -0.65], [-0.04, -0.38, -0.19], [-0.27, 0.10, -0.63], [0.66, 0.61, 0.05], [0.24, -0.08, 0.00], [-0.56, 0.21, -0.64], [-0.59, 0.08, 1.17], [0.43, 0.11, -0.98], [0.28, 0.34, 0.41], [0.17, -0.30, -0.06], [0.05, -0.29, 0.66], [0.20, -0.61, -0.46], [0.41, 0.54, 0.24], [-0.26, 0.03, -0.15], [-0.21, -0.19, -0.35], [-0.35, -0.12, -0.23], [-0.43, -0.08, -0.23], [0.91, 0.42, 0.13], [0.07, -0.15, 0.22], [-0.81, -0.08, 0.33], [0.26, 0.60, 0.55], [-0.83, -0.25, 0.10], [-0.35, -0.04, -0.11], [0.28, 0.26, -0.41], [-0.49, -0.37, -0.69], [0.80, 0.67, -0.20], [-0.37, -0.05, -0.09], [-0.19, -0.42, 0.35], [0.30, -0.08, 0.29], [0.23, -0.07, 0.18], [0.13, 0.55, -0.63], [0.57, 0.29, 0.05], [0.68, 0.04, 0.73], [0.58, 0.08, -0.13], [-0.26, -0.02, -0.32], [-0.29, -0.11, 0.37]]
}

Record 6
{
  "formula": "ClH14NaO11",
  "method": "the ωB97M-V functional and the def2-TZVPD basis",
  "de_lowest_ev": 4.7818,
  "energy_ha": -1458.1619,
  "lumo_energy_ev": -3.9,
  "species": ["Cl", "Na", "O", "O", "O", "O", "O", "O", "O", "O", "O", "O", "O", "H", "H", "H", "H", "H", "H", "H", "H", "H", "H", "H", "H", "H", "H"],
  "positions_angstrom": [[-0.46229, -0.46543, 0.72524], [2.78317, -5.76748, 3.19662], [0.26835, -1.67081, 0.55387], [-3.27050, 3.60566, -2.22507], [0.15640, 0.49505, -0.10246], [-0.00365, 0.70245, -5.74947], [4.55094, -1.74922, -2.58403], [-1.81023, -0.67442, 0.32187], [3.63360, 1.45321, 5.96891], [1.90376, 4.63199, 3.26076], [-0.50477, -0.07873, 2.08354], [0.06192, -4.22689, -4.01520], [-7.62464, -1.23219, 2.18110], [0.18255, 0.66551, -4.81128], [-7.55249, -1.55424, 3.07960], [3.95043, -1.99638, -1.88081], [1.52818, 4.59145, 2.38126], [-2.32786, 3.74399, -2.13268], [-6.79981, -1.48725, 1.76778], [4.29990, 0.91269, 5.54452], [1.16024, 4.48785, 3.84611], [0.85456, 0.63182, -6.16744], [-0.02267, -3.78501, -3.17031], [-3.52575, 3.14905, -1.42346], [3.39970, 2.10709, 5.31014], [-0.12121, -5.14681, -3.82430], [5.29214, -1.34283, -2.13491]],
  "forces_ev_per_a": [[-1.31, -0.32, -0.64], [-0.15, 0.23, -0.10], [1.21, -2.20, 0.34], [-0.19, 0.20, -0.19], [0.75, 1.87, -0.72], [-0.17, 0.06, -0.18], [0.10, -0.17, -0.19], [-1.25, -0.25, -0.77], [-0.01, -0.12, 0.29], [0.30, 0.08, 0.15], [0.79, 0.66, 1.87], [0.14, -0.04, -0.19], [-0.23, 0.06, -0.06], [-0.03, -0.03, 0.31], [0.00, -0.04, 0.22], [-0.31, 0.04, 0.13], [-0.08, -0.08, -0.26], [0.25, -0.04, 0.00], [0.25, 0.00, -0.17], [0.14, -0.09, -0.10], [-0.20, -0.06, 0.14], [0.19, -0.04, -0.11], [-0.07, 0.28, 0.23], [-0.05, -0.20, 0.19], [-0.14, 0.23, -0.22], [-0.08, -0.21, -0.01], [0.17, 0.17, 0.06]]
}